Record 1
This record from the Open Molecules 2025 dataset describes the ion C4H8BrN2 with charge +1 in a non-equilibrium geometry. The level of theory is wB97M-V/def2-TZVPD.

## Properties
* gap between HOMO and LUMO: 8.69 eV
* net charge: +1
* energy relative to the best compared isomer or geometry (same formula, charge and spin): 4.551 eV
* HOMO level: -14.5816 eV

Cartesian coordinates (Å):
Br 1.391 -3.067 -0.707
N 0.387 0.433 -2.017
N -0.465 -0.432 0.010
C -0.316 0.128 1.354
C -0.698 0.475 -1.052
C 1.282 -0.392 -1.866
C 1.526 -1.253 -0.711
H 2.194 -0.773 0.091
H -0.788 1.488 -0.627
H 0.194 1.133 1.363
H -1.447 0.271 1.842
H -1.071 -1.176 -0.277
H 0.108 -0.600 1.960
H -1.535 0.035 -1.692
H 2.122 -0.510 -2.675

Force components x, y, z for each atom (eV/Å):
Br 0.2 0.0 -0.1
N -1.0 1.7 -0.8
N 2.4 -0.3 -0.5
C -4.4 1.3 0.5
C -0.2 0.1 -1.6
C 3.1 -1.4 -1.7
C -1.1 1.6 2.4
H -1.0 -1.0 -1.1
H -0.5 -0.3 -0.8
H -0.4 -1.3 -0.2
H 2.9 -0.1 -1.3
H -0.2 -1.2 1.8
H 1.2 -1.0 1.2
H 0.4 1.5 1.0
H -1.4 0.3 1.3

---

Record 2
This record from the Open Molecules 2025 dataset describes the molecule C5H8O. The level of theory is wB97M-V/def2-TZVPD.

## Properties
* gap between HOMO and LUMO: 10.41 eV
* net charge: 0
* SMILES: CC(=O)C1CC1
* energy relative to the best compared isomer or geometry (same formula, charge and spin): 2.288 eV
* HOMO level: -9.3785 eV

Cartesian coordinates (Å):
O -1.362 -0.912 -1.331
C 0.585 0.106 -0.807
C 1.774 0.225 0.085
C -1.717 0.689 0.384
C 0.848 -0.863 0.440
C -0.872 -0.059 -0.614
H 0.242 -0.647 1.330
H -2.326 -0.004 0.971
H 2.660 -0.119 -0.444
H 1.947 1.035 0.773
H 0.978 -1.920 0.253
H 0.806 -0.169 -1.839
H -1.166 1.365 1.042
H -2.397 1.272 -0.243

Force components x, y, z for each atom (eV/Å):
O -0.7 0.4 0.0
C -0.2 -0.7 0.1
C 0.3 0.3 0.3
C -0.1 0.1 0.0
C 0.5 -0.3 0.0
C -0.4 0.3 -0.4
H 0.0 -0.1 -0.6
H 0.1 0.1 -0.1
H 0.0 0.4 0.0
H 0.0 0.2 0.2
H 0.4 0.1 -0.1
H 0.1 -0.7 0.6
H 0.0 -0.1 -0.1
H -0.1 0.1 0.2

---

Record 3
This record from the Open Molecules 2025 dataset describes a cluster of 2 separate species, C5H11N2 in total in a non-equilibrium geometry. The level of theory is wB97M-V/def2-TZVPD.

## Properties
* gap between HOMO and LUMO: 8.54 eV
* net charge: +1
* energy relative to the best compared isomer or geometry (same formula, charge and spin): 5.355 eV
* HOMO level: -13.9062 eV

Cartesian coordinates (Å):
N -0.715 0.037 -2.205
N 0.101 -0.257 0.718
C -0.517 0.275 1.972
C -0.367 0.846 -1.290
C -0.923 -1.073 -2.707
C 1.347 -0.960 1.151
C 0.180 1.966 -0.946
H 0.044 1.006 2.327
H -1.146 -2.042 -2.054
H -0.570 -0.953 0.427
H 1.613 -1.474 0.267
H -1.067 -1.025 -3.720
H -0.618 -0.452 2.658
H 1.223 -1.582 1.952
H 0.303 2.412 -0.022
H 2.023 -0.273 1.374
H 0.618 2.746 -1.534
H -1.530 0.802 1.633

Force components x, y, z for each atom (eV/Å):
N 1.3 2.2 2.3
N -0.9 -0.3 1.6
C -4.1 1.3 -5.8
C 0.4 -0.8 -0.9
C -1.2 -2.7 3.1
C -3.1 -0.3 -3.7
C 0.2 0.8 -0.7
H 2.7 3.3 1.7
H 0.6 2.1 -1.5
H 0.1 -0.5 -0.1
H 1.0 -1.0 -0.6
H -0.2 -0.7 -2.6
H -0.8 -2.6 2.4
H -0.7 -1.8 2.0
H 0.0 -0.5 2.6
H 3.1 3.1 0.9
H -0.5 -0.1 -1.8
H 1.8 -1.4 1.2

---

Record 4
This record from the Open Molecules 2025 dataset describes a structure of composition C33H33N4O6PbS2 in a non-equilibrium geometry. The level of theory is wB97M-V/def2-TZVPD.

## Properties
* gap between HOMO and LUMO: 6.28 eV
* net charge: +1
* energy relative to the best compared isomer or geometry (same formula, charge and spin): 0.000 eV
* HOMO level: -9.5743 eV

Cartesian coordinates (Å):
Pb 0.274 1.198 -0.122
S -2.270 -0.404 -2.002
S -0.123 1.350 -3.176
O -2.575 1.419 -3.940
O 0.356 -1.834 -1.161
O 0.236 -0.202 7.127
O -3.952 3.674 5.449
O -1.408 -1.729 -2.590
O 0.765 3.411 -0.153
N 2.665 1.176 -0.061
N -0.028 0.025 2.152
N -1.436 2.235 1.464
N 4.736 1.779 -0.385
C -0.637 0.699 3.137
C -3.901 0.883 -4.074
C -1.215 -4.634 -2.203
C -2.172 3.262 1.058
C -1.687 0.874 -3.140
C 0.242 -7.816 -3.654
C -1.478 1.861 2.747
C -0.198 -3.716 -2.516
C 2.502 6.112 -1.781
C 0.099 -6.375 -3.261
C 0.635 -1.092 2.439
C -3.010 3.964 1.902
C -3.085 3.576 3.234
C -1.038 -5.955 -2.577
C 4.002 4.263 -1.638
C 3.442 2.182 -0.462
C -2.305 2.509 3.657
C 0.772 -1.577 3.726
C 3.738 5.536 -2.079
C 0.415 -1.257 6.212
C 1.086 -5.443 -3.553
C 0.234 -0.836 4.772
C 4.778 0.483 0.064
C 0.964 -4.111 -3.182
C -3.982 4.306 4.191
C 3.489 0.123 0.264
C 1.551 5.390 -1.106
C 1.761 4.050 -0.703
C 2.046 -3.116 -3.495
C -0.494 0.305 4.463
C -0.342 -2.330 -2.006
C -2.429 -4.222 -1.413
C 3.054 3.500 -0.933
H 0.582 5.819 -0.884
H 2.377 -2.612 -2.586
H 3.084 -0.808 0.618
H 4.971 3.833 -1.865
H -3.637 5.346 4.259
H 2.287 7.125 -2.094
H -2.072 3.533 0.013
H 5.534 2.353 -0.592
H 2.898 -3.607 -3.958
H -4.489 4.171 6.072
H 1.682 -2.347 -4.179
H -2.137 -3.719 -0.488
H -4.376 1.459 -4.861
H -0.938 0.870 5.268
H -0.663 -8.161 -4.154
H -1.804 -6.679 -2.325
H 1.392 -1.736 6.337
H 0.973 0.414 7.051
H -3.029 -5.093 -1.160
H 5.697 -0.063 0.172
H -4.998 4.322 3.776
H -2.376 2.206 4.689
H 1.059 -1.622 1.595
H -0.351 -1.996 6.458
H 4.479 6.082 -2.645
H -3.857 -0.166 -4.365
H 1.979 -5.763 -4.076
H 0.381 -8.436 -2.767
H 1.302 -2.501 3.913
H -4.468 0.982 -3.149
H -3.599 4.792 1.533
H -3.057 -3.537 -1.983
H 1.094 -7.964 -4.314

Force components x, y, z for each atom (eV/Å):
Pb -0.2 0.1 -0.5
S 0.5 -0.3 -0.1
S -0.4 -0.1 -0.5
O 0.0 0.1 0.1
O -0.3 0.4 -0.1
O 0.0 0.1 0.0
O 0.1 -0.1 0.0
O -0.8 0.4 -0.5
O -0.2 -0.6 0.3
N 0.3 0.3 0.0
N -0.2 0.2 0.3
N 0.2 -0.1 0.3
N -0.2 0.0 0.0
C 0.2 -0.3 0.2
C -0.3 -0.2 -0.1
C 0.2 0.1 0.0
C -0.1 0.1 0.0
C 0.6 -0.1 0.0
C 0.0 0.0 0.1
C -0.3 0.3 0.0
C -0.2 -0.3 0.0
C 0.0 -0.1 0.0
C -0.1 0.0 0.0
C 0.0 -0.1 0.1
C 0.0 -0.1 0.1
C 0.1 -0.1 0.0
C 0.0 0.1 0.0
C -0.1 0.0 0.1
C 0.0 -0.2 0.1
C 0.0 0.0 0.0
C 0.0 0.1 0.1
C 0.1 0.1 0.0
C 0.0 -0.1 0.0
C 0.0 0.0 0.0
C 0.0 0.1 -0.1
C 0.0 -0.2 0.0
C -0.1 0.2 0.1
C -0.1 0.2 -0.1
C 0.1 -0.1 0.0
C -0.1 -0.1 0.0
C 0.4 0.1 -0.3
C 0.0 0.0 0.0
C 0.0 0.0 -0.1
C 0.7 0.0 0.7
C 0.0 0.0 -0.1
C -0.3 0.4 -0.1
H 0.0 0.0 0.0
H 0.1 0.0 0.0
H 0.1 -0.1 0.0
H 0.0 0.0 -0.1
H 0.0 0.0 0.0
H 0.0 0.0 0.0
H 0.0 0.1 0.0
H 0.0 0.0 0.0
H 0.0 0.0 0.0
H 0.0 0.0 0.0
H 0.0 0.0 0.0
H -0.1 0.0 0.0
H 0.1 0.1 0.0
H 0.0 0.0 0.0
H 0.0 -0.1 -0.1
H 0.0 0.0 0.0
H -0.1 0.0 0.0
H 0.0 0.0 0.0
H 0.0 0.0 0.1
H 0.0 0.0 0.1
H 0.0 0.0 0.0
H 0.0 0.0 0.0
H 0.0 0.0 0.0
H 0.1 0.0 0.0
H 0.0 0.0 0.0
H 0.0 0.0 0.0
H 0.0 0.0 0.0
H 0.0 0.0 0.0
H 0.1 0.0 0.0
H 0.1 0.1 0.0
H 0.0 0.0 -0.1
H -0.1 0.0 0.0
H 0.0 0.0 0.0

---

Record 5
This record from the Open Molecules 2025 dataset describes a cluster of 2 separate species, C4H7NO3 in total in a non-equilibrium geometry. The level of theory is wB97M-V/def2-TZVPD.

## Properties
* gap between HOMO and LUMO: 9.77 eV
* net charge: 0
* energy relative to the best compared isomer or geometry (same formula, charge and spin): 5.839 eV
* HOMO level: -9.3471 eV

Cartesian coordinates (Å):
O -1.741 -0.101 1.766
O 0.285 -0.037 -1.846
O 0.403 1.284 1.700
N -1.601 -0.903 -0.471
C 0.192 0.341 0.630
C 1.465 -0.372 0.228
C -1.141 -0.324 0.638
C 0.923 0.561 -0.678
H 2.268 0.093 0.937
H 0.884 -0.588 -2.253
H -0.979 1.602 1.769
H 1.513 1.519 -0.707
H -2.793 -0.778 -0.388
H -1.029 -0.824 -1.341
H 1.352 -1.474 0.016

Force components x, y, z for each atom (eV/Å):
O 0.2 -0.7 -3.9
O -0.8 3.4 1.7
O -5.5 0.2 -1.9
N -5.5 0.1 1.3
C 1.0 0.8 0.7
C 1.7 -2.0 3.5
C 0.0 1.9 3.5
C -0.7 1.9 -1.8
H -1.1 -1.7 -1.6
H 2.4 -1.8 -1.5
H 5.1 -1.7 0.4
H -1.1 -0.8 -0.9
H 4.6 -1.1 -0.9
H -1.0 0.3 0.9
H 0.6 1.3 0.4

---

Record 6
This record from the Open Molecules 2025 dataset describes a structure of composition C8H12FeO8 in a non-equilibrium geometry. The level of theory is wB97M-V/def2-TZVPD.

## Properties
* gap between HOMO and LUMO (alpha / beta): 7.90 / 6.67 eV
* 2S+1: 5
* net charge: -2
* ⟨S²⟩: 6.007
* energy relative to the best compared isomer or geometry (same formula, charge and spin): 0.488 eV
* HOMO level (alpha / beta): -2.2210 / -0.9883 eV

Cartesian coordinates (Å):
Fe 0.808 -0.451 -0.227
O -0.931 0.523 0.399
O -0.452 -2.058 1.094
O -2.152 -0.317 -1.239
O 1.875 -0.228 1.451
O 1.801 0.428 -1.765
O 1.744 1.369 -3.770
O 0.879 -2.421 -0.539
O 3.487 0.639 2.647
C -0.034 1.845 -2.301
C -3.302 0.942 0.497
C 1.921 2.140 1.838
C -0.137 -4.391 0.393
C 0.126 -2.873 0.377
C 2.483 0.705 1.957
C -2.029 0.316 -0.176
C 1.314 1.239 -2.619
H -1.129 -4.518 -0.033
H -3.358 2.046 0.444
H -0.180 -4.791 1.369
H -3.270 0.757 1.573
H -0.274 2.672 -2.984
H 0.597 -4.844 -0.287
H 1.085 2.381 1.166
H 2.784 2.775 1.602
H -0.772 1.062 -2.470
H -4.158 0.462 0.046
H -0.292 2.095 -1.258
H 1.564 2.500 2.814

Force components x, y, z for each atom (eV/Å):
Fe -0.7 0.6 0.3
O 0.4 0.7 0.5
O -0.7 -0.9 1.4
O -0.6 0.1 0.3
O -1.2 -2.1 -1.3
O 0.3 0.0 0.7
O 0.4 0.6 0.0
O 1.1 -1.4 -1.1
O 1.6 -0.3 0.9
C -0.9 0.7 0.2
C 0.9 -0.1 0.2
C -0.2 1.0 0.0
C 0.3 1.2 -1.4
C -0.4 0.7 -0.5
C -0.2 2.6 0.9
C -0.4 0.2 -0.5
C -0.6 -0.9 -0.7
H -0.2 0.0 -0.2
H 0.2 -0.5 -0.5
H 0.3 -0.5 1.1
H 0.0 -0.3 0.0
H 0.2 -0.1 0.2
H -0.2 -0.2 0.5
H 0.3 -0.6 -0.2
H -0.2 0.0 -0.1
H 0.0 -0.2 -0.4
H -0.4 0.1 0.0
H 0.8 0.2 -0.3
H 0.2 -0.4 0.0

---

- What is the energy relative to the best compared isomer or geometry (same formula, charge and spin) in the fifth record?
  5.839 eV

---

- Which value of net charge does entry 3 give?
  +1